Entry 1:
Molecular formula: C18H25ClFN2O3
Method: DFT, wB97M-V/def2-TZVPD

XYZ file:
```
50
Properties=species:S:1:pos:R:3:forces:R:3:mulliken_charge:R:1
Cl 1.575 -4.306 -3.966 -0.2 -0.1 0.0 -0.0952
C 0.068 -4.121 -3.053 0.5 -0.1 -0.3 -0.4385
N 0.144 -2.956 -2.136 0.5 0.8 0.5 -0.1707
C 1.326 -3.097 -1.105 -0.6 -0.9 -1.3 -0.4603
C 1.234 -1.936 -0.149 -0.5 1.0 0.4 -0.2475
N 0.124 -1.053 -0.526 0.5 0.4 0.5 -0.0780
F 0.434 1.551 3.118 -0.3 0.2 -1.3 -0.3222
C -1.165 -1.743 -0.415 1.0 1.3 0.3 -0.5765
C -1.177 -2.896 -1.393 -0.5 -0.6 -0.4 -0.6960
C 0.345 -0.487 -1.868 -0.2 0.3 1.6 -0.5574
C 0.309 -1.604 -2.886 -0.2 -1.0 -0.6 -0.5397
H -0.746 -3.965 -3.773 0.2 -0.1 0.4 0.3902
H -0.058 -5.030 -2.452 -0.2 0.4 -0.2 0.4027
H 1.174 -4.071 -0.624 0.1 0.2 -0.2 0.3445
H 2.253 -3.120 -1.698 -0.5 0.0 0.2 0.4432
H 1.069 -2.276 0.877 0.0 0.0 -0.1 0.4017
H 2.156 -1.351 -0.157 -0.1 0.0 0.0 -0.1127
H -1.261 -2.065 0.622 -0.1 -0.1 -0.1 0.3578
H -1.928 -0.983 -0.614 -0.1 -0.4 0.0 0.3719
H -1.964 -2.760 -2.143 0.2 -0.2 0.0 0.4224
H -1.330 -3.851 -0.888 0.1 -0.1 -0.2 0.4104
H -0.444 0.265 -2.009 0.3 -0.2 -0.3 0.3166
H 1.320 0.016 -1.849 -0.3 0.0 -0.1 0.3079
H 1.223 -1.670 -3.483 -0.3 -0.1 0.1 0.4137
H -0.566 -1.502 -3.537 0.2 -0.3 -0.1 0.3891
C 4.775 0.916 0.830 -0.3 -0.8 -0.2 -1.1528
C 3.853 2.105 0.852 0.2 0.4 0.1 -0.2615
O 2.568 1.828 1.504 0.3 0.1 0.2 -0.2712
C 1.705 2.863 1.467 1.0 1.0 -1.1 0.4930
C 0.377 2.629 2.215 -0.2 1.0 0.8 0.3899
C -0.784 2.608 1.109 0.1 -0.2 -2.0 0.1727
C -2.219 2.449 1.480 0.1 -0.2 0.3 0.3803
C -2.593 1.289 2.151 -0.6 0.3 0.5 -0.2248
C -3.919 1.147 2.575 -0.2 0.1 -0.7 -0.6999
C -4.873 2.110 2.235 0.3 0.6 0.3 -0.3921
C -4.482 3.270 1.545 0.2 -0.8 -0.4 -0.5453
C -3.173 3.403 1.091 0.2 -0.1 0.5 -0.3940
O -0.543 2.750 -0.088 0.5 -0.2 2.1 -0.5545
O 1.948 3.888 0.848 -0.8 -1.3 1.4 -0.5882
H 5.771 1.219 0.494 -0.2 0.2 0.1 0.3993
H 4.895 0.388 1.783 -0.2 0.4 0.0 0.3036
H 4.427 0.188 0.108 -0.1 -0.4 -0.2 0.2115
H 4.424 2.872 1.357 -0.6 0.6 0.6 0.3232
H 3.640 2.522 -0.130 0.0 -0.3 -0.1 0.3777
H 0.173 3.489 2.934 0.3 -0.6 -1.4 0.2607
H -1.856 0.513 2.331 0.0 0.2 0.3 0.5101
H -4.228 0.276 3.134 0.0 -0.1 0.0 0.3893
H -5.918 2.006 2.540 0.4 -0.1 0.0 0.3694
H -5.197 4.036 1.282 -0.1 -0.1 0.0 0.4040
H -2.885 4.243 0.462 0.0 -0.1 0.3 0.4222
```
Forces are in eV/Å.

Its HOMO energy is -11.59 eV. Its net charge is +1. The LUMO energy is -2.54 eV. The value obtained for the largest force on an atom is 2.1 eV/Å. The calculation puts the frontier orbital gap at 9.054 eV. For the electronic energy, the calculation gives -43426.4960 eV.



Entry 2:
Molecular formula: C18H25ClN2Ru
Method: DFT, wB97M-V/def2-TZVPD

XYZ file:
```
47
Properties=species:S:1:pos:R:3:forces:R:3:lowdin_spin:R:1
C 0.194 -0.098 -4.243 0.0 0.0 -2.6 0.0010
C 1.585 0.438 -4.614 -0.2 0.0 0.3 0.0002
C -0.033 -1.465 -4.925 0.0 0.0 0.4 0.0001
C -0.912 0.880 -4.679 0.1 -0.1 0.3 0.0002
Cl 0.105 -0.338 -2.499 -0.1 -0.1 1.5 0.0030
H -0.002 -1.393 -6.020 0.0 0.2 0.3 0.0001
H -1.012 -1.870 -4.642 0.2 0.0 -0.1 0.0000
H 0.741 -2.175 -4.613 -0.1 0.1 -0.1 0.0000
H 1.640 0.592 -5.697 0.0 -0.1 0.2 0.0001
H 2.360 -0.279 -4.320 -0.1 0.1 -0.1 0.0000
H 1.781 1.393 -4.117 0.0 -0.1 -0.1 0.0000
H -0.863 1.026 -5.766 0.0 -0.1 0.3 0.0001
H -0.785 1.853 -4.190 0.0 -0.1 -0.1 0.0000
H -1.899 0.479 -4.418 0.2 0.1 -0.1 0.0000
C 1.529 -1.747 2.962 2.3 -1.5 -0.5 0.0965
C 0.806 -2.833 2.300 1.1 -0.9 0.8 0.0307
C 1.130 -2.761 0.884 2.2 -0.4 -0.2 0.1699
H 0.276 -3.635 2.804 0.3 0.1 -0.1 0.0041
C 2.178 -1.795 0.728 -1.5 -1.5 -1.0 0.1936
C 2.420 -1.183 1.972 -0.2 0.2 2.1 0.2723
H 3.198 -0.448 2.189 -0.4 -0.3 -0.2 0.0093
H 1.530 -1.541 4.030 0.0 0.0 -0.2 0.0123
H 0.783 -3.447 0.116 0.0 0.2 0.1 0.0079
H 2.714 -1.598 -0.201 -0.3 0.1 0.2 0.0057
C -1.970 -0.148 2.565 -2.2 -0.3 0.2 0.2080
C -1.765 -1.509 3.026 -1.2 0.5 -0.1 0.0381
C -1.848 -2.364 1.851 -1.5 -0.1 -0.2 -0.0048
H -1.662 -1.818 4.056 0.1 -0.1 0.0 0.0104
C -2.259 -1.555 0.737 -0.6 -0.7 0.1 0.2402
C -2.290 -0.198 1.157 0.4 -0.2 1.0 0.0917
H -2.515 0.668 0.531 0.2 -0.4 0.2 0.0023
H -1.937 0.727 3.208 0.0 -0.2 -0.3 0.0095
H -1.709 -3.437 1.854 -0.4 0.1 0.0 0.0004
H -2.480 -1.924 -0.261 0.2 0.1 0.2 0.0107
Ru -0.150 -1.149 1.859 1.7 5.9 -2.4 2.4330
C -1.582 2.970 1.321 -0.4 -0.1 -0.3 0.0000
C -0.288 2.682 1.964 1.1 0.2 0.8 0.0126
N 0.472 1.580 1.947 -0.1 -0.3 -0.1 0.1206
C 1.643 1.897 2.627 -0.2 0.8 0.3 0.0062
C 1.573 3.188 3.088 -0.3 -0.9 -0.2 0.0046
N 0.341 3.660 2.675 0.4 -0.8 -0.3 0.0071
H -2.406 2.481 1.855 0.0 0.2 -0.2 0.0003
H -1.752 4.055 1.333 -0.1 -0.4 -0.1 0.0000
H -1.561 2.627 0.277 -0.1 0.2 0.3 0.0001
H 2.474 1.210 2.727 -0.4 0.4 0.1 0.0005
H 2.270 3.736 3.695 -0.1 0.2 -0.1 0.0006
H -0.060 4.568 2.865 0.2 0.0 -0.1 0.0008
```
Forces are in eV/Å.

Its HOMO energy (alpha / beta) is -14.32 / -15.04 eV. Its net charge is +2. The LUMO energy (alpha / beta) is -8.12 / -10.37 eV. The value obtained for the largest force on an atom is 6.6 eV/Å. The calculation puts the energy above the lowest of the compared OMol25 structures with the same formula, charge and spin at 0.00 kJ/mol. The calculation puts the frontier orbital gap (alpha / beta) at 6.200 / 4.668 eV. As for the spin multiplicity: 5. For the electronic energy, the calculation gives -37135.6256 eV.



Entry 3:
Molecular formula: C18H25F3N4O3
Method: DFT, wB97M-V/def2-TZVPD

XYZ file:
```
53
Properties=species:S:1:pos:R:3:forces:R:3:mulliken_charge:R:1
C 0.513 -3.615 -0.223 -0.2 0.4 0.0 -1.3139
C -0.108 -2.329 -0.729 0.0 -0.3 -0.5 -0.0959
O -0.201 -1.406 0.361 0.2 0.0 0.4 -0.3322
C -0.524 -0.146 0.048 0.1 0.0 -0.7 0.9336
O -0.691 0.244 -1.078 0.0 0.0 0.4 -0.5855
C -0.657 0.717 1.287 0.2 0.5 -0.1 0.1956
N -0.218 1.891 1.449 -0.4 -0.6 0.2 -0.5622
C 0.602 2.585 0.501 0.3 0.3 -0.3 -0.5452
C 1.949 2.915 1.152 -0.1 -0.3 -0.1 -0.9646
C 2.790 1.651 1.337 -0.1 0.3 0.0 -1.0251
N 3.086 1.024 0.060 0.1 -0.1 0.1 0.6086
C 3.304 -0.407 0.153 0.1 -0.1 -0.3 -0.6908
C 3.450 -0.967 -1.262 -0.2 -0.2 0.3 -0.6121
O 4.532 -0.377 -1.939 0.2 -0.1 0.0 -0.4470
C 4.355 1.020 -2.011 0.1 0.4 0.1 -0.7079
C 4.213 1.636 -0.620 0.0 -0.1 -0.3 -0.5720
N -1.328 0.129 2.340 -0.4 -0.3 0.5 -0.2516
N -2.202 -0.939 2.170 0.3 -0.2 0.5 -0.3052
C -3.119 -0.932 1.130 -0.5 0.2 -0.2 0.3835
C -3.601 -2.142 0.626 0.2 0.1 0.1 -0.7456
C -4.547 -2.159 -0.379 -0.1 0.1 -0.1 -0.6933
C -5.029 -0.974 -0.911 0.0 0.1 0.0 -0.8381
C -4.551 0.228 -0.408 0.0 -0.1 0.0 0.2293
C -5.104 1.510 -0.961 -0.3 0.3 -0.1 0.7676
F -4.376 2.589 -0.649 0.3 0.0 0.1 -0.2624
F -5.211 1.491 -2.299 0.1 -0.2 -0.1 -0.2751
F -6.350 1.755 -0.497 -0.1 -0.1 0.1 -0.2663
C -3.611 0.265 0.608 0.0 -0.1 0.0 -0.1643
H 1.506 -3.422 0.175 0.1 0.0 0.0 0.2734
H 0.592 -4.325 -1.040 0.0 -0.1 -0.1 0.4191
H -0.099 -4.050 0.563 0.0 -0.1 0.1 0.3197
H -1.119 -2.497 -1.121 0.1 0.1 0.0 0.3811
H 0.495 -1.878 -1.523 -0.1 -0.1 0.1 0.2609
H 0.772 2.032 -0.428 0.0 0.1 0.1 0.2672
H 0.078 3.517 0.270 0.1 0.0 -0.1 0.4079
H 2.476 3.634 0.526 0.1 0.1 0.0 0.3672
H 1.771 3.367 2.128 0.0 0.1 0.0 0.4285
H 3.712 1.893 1.893 -0.1 -0.1 0.0 0.3835
H 2.213 0.944 1.938 0.1 0.0 0.0 0.4912
H 2.444 -0.868 0.644 0.0 0.0 0.0 0.3820
H 4.215 -0.648 0.732 -0.1 0.0 0.0 0.2799
H 3.649 -2.041 -1.241 -0.1 0.0 0.0 0.3037
H 2.520 -0.773 -1.818 0.0 -0.1 0.1 0.3803
H 5.234 1.414 -2.523 -0.1 0.0 0.0 0.3655
H 3.453 1.250 -2.598 0.1 0.0 0.0 0.3174
H 4.038 2.707 -0.718 0.1 0.0 0.0 0.3004
H 5.152 1.480 -0.056 -0.1 0.0 0.0 0.3213
H -1.574 0.777 3.079 0.0 -0.1 -0.2 0.3208
H -1.750 -1.837 2.314 0.0 0.4 -0.1 0.3690
H -3.224 -3.069 1.033 0.0 -0.1 0.0 0.4162
H -4.906 -3.102 -0.760 0.0 -0.1 0.0 0.4078
H -5.757 -0.978 -1.705 -0.1 0.0 -0.1 0.4409
H -3.256 1.214 0.978 0.0 0.1 0.0 0.5327
```
Forces are in eV/Å.

Its HOMO energy is -8.61 eV. Its net charge is 0. The LUMO energy is 0.57 eV. The value obtained for the largest force on an atom is 0.8 eV/Å. The calculation puts the energy above the lowest of the compared OMol25 structures with the same formula, charge and spin at 245.81 kJ/mol. The calculation puts the frontier orbital gap at 9.181 eV. For the electronic energy, the calculation gives -39326.5867 eV. As for the structure (SMILES): CCOC(=O)/C(=N\CCCN1CCOCC1)NNc1cccc(C(F)(F)F)c1.